Entry 1:
The following is a DFT calculation (ωB97M-V with the def2-TZVPD basis set) of 3 unconnected molecules or ions with the total composition C37H62NO9PSi at a distorted geometry.

## Properties
* largest force on an atom: 2.87 eV/Å
* LUMO: -0.0611 Eh
* DFT total energy: -76454.08540 eV
* SMILES: CCCCCCCCCC[Si@](CCCCCC)(CCN(CC)C(C)=O)P(C)CC.O=C1C=C(O)C(=O)C=C1O.O=C1C=C(O)C(=O)C=C1O
* frontier orbital gap: 5.8 eV
* HOMO: -7.455 eV

Last column: Mulliken charge in e.
Positions of all 111 atoms, in Å:
C (5.94, 0.28, 4.44)  -0.676
C (7.20, 0.38, 3.45)  -0.684
C (6.81, 0.29, 1.91)  0.101
C (6.74, -1.21, 1.37)  -0.703
C (5.93, -1.33, -0.02)  -0.481
C (4.83, -2.50, 0.07)  -0.852
C (3.74, -2.39, -1.10)  -0.411
C (2.67, -1.26, -0.63)  1.433
C (1.52, -1.12, -1.74)  -0.172
C (0.98, 0.36, -1.94)  -0.743
Si (0.20, 1.19, -0.40)  -0.274
C (0.22, 0.15, 1.21)  0.255
C (-0.61, -1.21, 1.18)  -0.398
C (0.03, -2.17, 2.31)  -0.399
C (-0.86, -3.48, 2.48)  -0.819
C (-2.03, -3.26, 3.57)  -0.096
C (-2.29, -4.65, 4.35)  -1.171
C (-1.51, 1.89, -0.90)  -0.826
C (-2.76, 1.30, -0.11)  -0.469
N (-3.04, 2.05, 1.17)  0.373
C (-4.45, 2.60, 1.05)  -0.645
C (-5.00, 3.16, 2.46)  -1.164
C (-3.12, 1.13, 2.31)  0.624
C (-2.30, 1.56, 3.62)  -1.142
O (-3.79, 0.09, 2.35)  -0.551
P (1.47, 2.99, 0.02)  -0.217
C (0.54, 4.09, 1.29)  -0.756
C (3.10, 2.49, 0.84)  -0.461
C (2.96, 2.00, 2.37)  -0.734
H (5.04, 0.79, 3.95)  0.017
H (5.66, -0.79, 4.67)  0.266
H (6.20, 0.86, 5.39)  0.326
H (7.98, -0.41, 3.74)  0.285
H (7.71, 1.38, 3.63)  0.351
H (7.60, 0.85, 1.32)  0.331
H (5.78, 0.75, 1.74)  -0.223
H (7.81, -1.58, 1.21)  0.256
H (6.27, -1.87, 2.16)  0.334
H (6.71, -1.58, -0.81)  0.339
H (5.47, -0.32, -0.25)  0.266
H (4.36, -2.50, 1.11)  0.363
H (5.39, -3.47, -0.11)  0.324
H (3.22, -3.38, -1.31)  0.362
H (4.26, -1.96, -2.02)  0.142
H (3.27, -0.31, -0.52)  -0.695
H (2.23, -1.66, 0.33)  -0.622
H (0.70, -1.91, -1.62)  0.267
H (2.04, -1.41, -2.74)  -0.197
H (0.17, 0.35, -2.75)  0.415
H (1.84, 1.02, -2.31)  0.415
H (1.27, -0.11, 1.56)  -0.020
H (-0.25, 0.80, 2.03)  0.100
H (-0.58, -1.78, 0.20)  0.101
H (-1.70, -1.11, 1.48)  0.301
H (1.13, -2.37, 2.14)  0.169
H (-0.02, -1.59, 3.30)  0.225
H (-0.23, -4.36, 2.81)  0.428
H (-1.37, -3.66, 1.48)  0.271
H (-1.84, -2.40, 4.27)  0.210
H (-2.97, -3.05, 2.97)  0.128
H (-1.30, -5.11, 4.69)  0.302
H (-2.78, -5.40, 3.64)  0.291
H (-3.01, -4.50, 5.21)  0.326
H (-1.62, 1.74, -2.03)  0.406
H (-1.51, 3.02, -0.74)  0.333
H (-2.73, 0.18, 0.03)  0.168
H (-3.67, 1.50, -0.77)  0.428
H (-4.55, 3.35, 0.21)  0.464
H (-5.10, 1.68, 0.84)  0.357
H (-5.88, 3.84, 2.19)  0.355
H (-5.47, 2.31, 3.06)  0.272
H (-4.21, 3.70, 3.06)  0.314
H (-1.65, 2.47, 3.41)  0.193
H (-1.70, 0.71, 4.06)  0.216
H (-3.11, 1.94, 4.35)  0.393
H (-0.47, 3.65, 1.56)  0.029
H (1.22, 4.20, 2.19)  0.361
H (0.44, 5.11, 0.80)  0.345
H (3.74, 3.44, 0.89)  0.528
H (3.71, 1.75, 0.23)  0.085
H (3.65, 2.54, 3.08)  0.319
H (3.21, 0.88, 2.37)  0.084
H (1.87, 2.05, 2.69)  0.266
C (3.12, -3.74, -6.87)  -0.825
C (3.23, -2.89, -5.85)  0.350
C (2.59, -1.55, -5.88)  0.992
O (2.71, -0.80, -4.92)  -0.571
C (1.85, -1.16, -7.08)  -1.055
C (1.74, -2.01, -8.11)  0.365
C (2.35, -3.37, -8.07)  1.004
O (2.21, -4.12, -9.01)  -0.607
O (1.05, -1.68, -9.23)  -0.574
O (3.94, -3.22, -4.74)  -0.582
H (3.58, -4.72, -6.86)  0.438
H (1.40, -0.18, -7.10)  0.438
H (1.12, -2.46, -9.81)  0.346
H (3.87, -2.44, -4.15)  0.264
C (-9.12, 2.88, -0.31)  -1.052
C (-9.58, 3.34, -1.47)  0.422
C (-9.08, 2.82, -2.77)  0.919
O (-9.54, 3.26, -3.81)  -0.606
C (-8.04, 1.79, -2.74)  -0.739
C (-7.57, 1.32, -1.58)  0.320
C (-8.09, 1.83, -0.28)  0.954
O (-7.66, 1.36, 0.76)  -0.605
O (-6.61, 0.37, -1.54)  -0.614
O (-10.52, 4.32, -1.51)  -0.568
H (-9.47, 3.24, 0.65)  0.442
H (-7.67, 1.43, -3.70)  0.432
H (-6.45, 0.21, -0.59)  0.354
H (-10.69, 4.48, -2.46)  0.348



Entry 2:
The following is a DFT calculation (ωB97M-V with the def2-TZVPD basis set) of a molecular structure, C37H63AsLiN2O2.

## Properties
* largest force on an atom: 0.16 eV/Å
* LUMO: 0.0815 Eh
* DFT total energy: -107515.61691 eV
* ΔE to the lowest compared entry with this formula, charge and spin: 0.000 eV
* frontier orbital gap: 5.9 eV
* HOMO: -3.725 eV
* charge: -1

Last column: Mulliken charge in e.
Positions of all 106 atoms, in Å:
Li (0.02, 0.14, -0.26)  0.656
C (-2.34, -1.45, -0.62)  -0.773
N (-1.00, -1.83, -0.20)  0.794
C (-0.48, -2.92, -1.02)  -1.016
C (-0.95, -2.20, 1.21)  -1.370
C (-1.02, -0.99, 2.13)  -1.146
N (0.01, -0.01, 1.84)  1.891
C (-0.33, 1.32, 2.36)  -2.222
C (0.04, 2.50, 1.49)  1.149
C (0.84, 3.51, 2.00)  -0.290
C (1.03, 4.71, 1.32)  -0.636
C (0.34, 4.87, 0.13)  0.203
C (-0.46, 3.88, -0.44)  -0.950
C (-0.56, 2.61, 0.21)  1.251
O (-1.19, 1.59, -0.32)  -1.081
C (-1.21, 4.13, -1.75)  2.660
C (-2.70, 3.82, -1.56)  -1.908
C (-1.09, 5.58, -2.24)  -2.555
C (-0.62, 3.23, -2.84)  -1.186
C (1.96, 5.78, 1.90)  2.614
C (1.43, 6.24, 3.27)  -1.998
C (2.06, 7.01, 1.00)  -2.402
C (3.36, 5.19, 2.08)  -1.274
C (1.33, -0.48, 2.26)  -1.483
C (2.49, 0.38, 1.86)  0.593
C (3.38, 0.83, 2.82)  -0.400
C (4.53, 1.54, 2.49)  -0.135
C (4.71, 1.82, 1.13)  -0.263
C (3.83, 1.42, 0.13)  -0.250
C (2.69, 0.63, 0.47)  -0.114
O (1.88, 0.15, -0.41)  -1.468
C (4.06, 1.83, -1.33)  2.939
C (2.84, 2.62, -1.83)  -1.030
C (5.29, 2.71, -1.51)  -2.436
C (4.25, 0.57, -2.19)  -1.898
C (5.61, 1.88, 3.52)  2.069
C (6.73, 0.84, 3.41)  -1.841
C (5.06, 1.85, 4.95)  -2.002
C (6.21, 3.27, 3.29)  -1.540
H (-3.07, -2.27, -0.46)  0.337
H (-2.32, -1.20, -1.68)  -0.002
H (-2.66, -0.56, -0.08)  0.208
H (-1.05, -3.85, -0.88)  0.328
H (0.57, -3.10, -0.77)  0.283
H (-0.52, -2.63, -2.07)  0.039
H (-0.02, -2.74, 1.38)  0.480
H (-1.77, -2.89, 1.47)  0.541
H (-0.98, -1.35, 3.18)  0.228
H (-1.99, -0.51, 1.99)  0.511
H (0.09, 1.46, 3.36)  0.073
H (-1.42, 1.34, 2.46)  0.714
H (1.31, 3.34, 2.96)  0.025
H (0.43, 5.81, -0.40)  0.569
H (-3.13, 4.48, -0.81)  0.385
H (-2.82, 2.79, -1.23)  0.256
H (-3.24, 3.97, -2.50)  0.485
H (-1.49, 6.28, -1.50)  0.467
H (-1.67, 5.69, -3.16)  0.444
H (-0.06, 5.85, -2.46)  0.396
H (-0.65, 2.19, -2.50)  -0.430
H (0.41, 3.51, -3.04)  0.199
H (-1.19, 3.33, -3.77)  0.673
H (0.44, 6.67, 3.17)  0.454
H (2.10, 6.99, 3.71)  0.466
H (1.36, 5.40, 3.97)  0.244
H (1.09, 7.50, 0.87)  0.426
H (2.45, 6.74, 0.01)  0.382
H (2.75, 7.73, 1.45)  0.438
H (3.35, 4.31, 2.72)  -0.010
H (4.04, 5.93, 2.51)  0.639
H (3.77, 4.87, 1.12)  0.033
H (1.48, -1.46, 1.81)  0.383
H (1.34, -0.61, 3.36)  0.168
H (3.17, 0.59, 3.85)  0.256
H (5.58, 2.39, 0.84)  0.291
H (2.70, 3.52, -1.23)  -0.152
H (1.94, 2.01, -1.74)  0.010
H (2.98, 2.90, -2.88)  0.713
H (5.22, 3.63, -0.92)  0.339
H (5.38, 2.99, -2.56)  0.454
H (6.21, 2.19, -1.23)  0.448
H (3.38, -0.07, -2.10)  0.179
H (5.13, 0.02, -1.87)  0.353
H (4.38, 0.85, -3.24)  0.463
H (6.34, -0.16, 3.58)  0.356
H (7.53, 1.04, 4.14)  0.488
H (7.17, 0.86, 2.41)  0.292
H (4.75, 0.85, 5.24)  0.362
H (4.21, 2.52, 5.05)  0.347
H (5.84, 2.17, 5.65)  0.439
H (6.65, 3.37, 2.29)  0.305
H (7.01, 3.45, 4.01)  0.487
H (5.46, 4.05, 3.41)  0.293
C (-1.65, 0.10, -4.64)  -1.299
As (0.03, -0.34, -3.70)  0.850
C (0.40, -1.98, -4.73)  -1.399
C (1.23, 0.82, -4.73)  -1.016
H (-1.51, 0.13, -5.72)  0.446
H (-2.01, 1.06, -4.29)  0.294
H (-2.39, -0.66, -4.41)  0.399
H (0.36, -1.80, -5.81)  0.433
H (-0.33, -2.75, -4.48)  0.362
H (1.39, -2.35, -4.47)  0.344
H (1.08, 0.68, -5.81)  0.506
H (2.26, 0.58, -4.47)  0.154
H (1.04, 1.86, -4.46)  0.220